ORCA calculation (ωB97M-V/def2-TZVPD) on a molecular structure, C30H46BrClN2O2PtSSeSi2.

Geometry as ORCA input:
```
! RIJCOSX wB97M-V def2-TZVPD def2/J DEFGRID3
* xyz -2 1
Pt -0.821 1.459 -2.254
C -3.058 -3.270 -3.998
Si -4.506 -2.673 -2.971
C -5.586 -4.200 -2.652
C -5.600 -1.497 -3.943
C -3.976 -2.018 -1.296
C -4.405 -2.637 -0.133
C -3.956 -2.204 1.114
C -3.047 -1.163 1.125
N -2.608 -0.537 0.040
C -3.075 -0.916 -1.154
S -2.616 -0.076 -2.604
H -3.406 -3.660 -4.959
H -2.529 -4.072 -3.475
H -2.352 -2.460 -4.177
H -5.902 -4.622 -3.610
H -6.487 -3.954 -2.084
H -5.044 -4.979 -2.109
H -5.976 -1.993 -4.843
H -5.047 -0.605 -4.234
H -6.458 -1.188 -3.341
H -5.091 -3.475 -0.188
H -4.278 -2.674 2.034
H -2.631 -0.810 2.066
C 5.107 -1.480 2.541
C 4.214 -1.000 1.385
C 5.076 -0.191 0.403
C 3.744 -2.240 0.610
Si 2.714 0.034 2.016
Br 1.945 1.238 0.304
C 3.246 1.358 3.333
C 4.550 2.047 2.906
C 3.457 0.744 4.725
C 2.207 2.483 3.463
C 1.249 -1.056 2.608
C 0.187 -0.216 3.334
C 1.712 -2.164 3.568
C 0.533 -1.700 1.408
H 5.888 -2.134 2.134
H 4.552 -2.060 3.282
H 5.606 -0.660 3.059
H 5.930 -0.808 0.098
H 5.465 0.736 0.823
H 4.511 0.054 -0.496
H 4.627 -2.736 0.187
H 3.080 -1.996 -0.221
H 3.242 -2.964 1.252
H 5.405 1.371 2.899
H 4.775 2.855 3.614
H 4.456 2.491 1.913
H 4.178 -0.075 4.721
H 2.524 0.368 5.147
H 3.836 1.516 5.407
H 2.068 3.005 2.516
H 2.568 3.209 4.203
H 1.233 2.131 3.792
H 0.542 0.186 4.285
H -0.672 -0.860 3.554
H -0.171 0.605 2.709
H 2.217 -1.776 4.455
H 2.380 -2.876 3.082
H 0.833 -2.726 3.908
H 0.079 -0.958 0.751
H -0.272 -2.339 1.792
H 1.180 -2.310 0.784
Se -0.170 2.188 -4.642
C -1.107 3.758 -4.859
N -1.687 4.747 -5.032
C -1.150 2.901 -1.314
C -2.033 4.058 -1.400
C -3.201 4.029 -2.169
C -4.032 5.136 -2.217
C -3.707 6.286 -1.510
C -2.543 6.329 -0.749
C -1.716 5.221 -0.691
H -3.427 3.127 -2.725
H -4.926 5.110 -2.827
H -4.354 7.155 -1.560
H -2.285 7.230 -0.204
H -0.808 5.231 -0.100
Cl 3.980 -2.184 -3.183
C 2.668 -1.036 -3.640
C 1.458 -0.981 -2.678
O 1.455 -1.626 -1.632
O 0.594 -0.200 -3.162
H 2.331 -1.314 -4.634
H 3.115 -0.046 -3.683
*
```

The calculation puts the energy relative to the best compared isomer or geometry (same formula, charge and spin) at 0.0 kcal/mol. For the total energy, the calculation gives -216684.431 eV. For the HOMO energy, the calculation gives -0.0591 Eh. The value obtained for the LUMO energy is 4.00 eV. Its largest force on an atom is 0.14 eV/A.

Results of the Löwdin charge analysis, in e, for atoms 1 through 5: number 1, Pt, carries 0.6573; number 2, C, carries -0.1885; number 3, Si, carries 0.4830; number 4, C, carries -0.2093; number 5, C, carries -0.1964


ORCA calculation (ωB97M-V/def2-TZVPD) on C15H20N4O6S in the gas phase.

Geometry as ORCA input:
```
! RIJCOSX wB97M-V def2-TZVPD def2/J DEFGRID3
* xyz 0 1
C -3.065 -3.246 -1.667
O -2.779 -2.940 -0.305
C -3.680 -2.203 0.340
O -4.694 -1.792 -0.167
C -3.270 -1.953 1.774
C -3.823 -0.619 2.290
C -3.101 0.516 1.577
O -2.121 1.059 2.030
N -3.598 0.830 0.356
S -2.742 1.844 -0.736
O -2.825 3.196 -0.291
O -3.314 1.502 -2.004
C -1.089 1.212 -0.618
C -0.821 -0.013 -1.201
C 0.444 -0.550 -1.094
C 1.440 0.142 -0.394
N 2.696 -0.424 -0.381
N 3.494 -0.022 0.534
N 4.698 -0.494 0.510
C 5.640 -0.021 1.490
C 6.800 0.676 0.761
O 7.378 -0.181 -0.194
C 6.440 -0.574 -1.170
C 5.263 -1.324 -0.535
C 1.146 1.389 0.176
C -0.121 1.920 0.068
H -2.146 -3.644 -2.088
H -3.863 -3.988 -1.725
H -3.381 -2.347 -2.200
H -2.182 -1.979 1.843
H -3.670 -2.773 2.377
H -4.896 -0.569 2.104
H -3.627 -0.531 3.358
H -4.372 0.306 -0.030
H -1.607 -0.514 -1.743
H 0.685 -1.505 -1.533
H 5.128 0.666 2.163
H 6.030 -0.874 2.056
H 7.594 0.937 1.462
H 6.427 1.589 0.274
H 6.978 -1.218 -1.868
H 6.063 0.310 -1.707
H 4.476 -1.524 -1.264
H 5.616 -2.261 -0.092
H 1.928 1.918 0.701
H -0.388 2.866 0.510
*
```

Its SMILES is COC(=O)CCC(=O)NS(=O)(=O)c1ccc(/N=N/N2CCOCC2)cc1. The calculation puts the energy relative to the best compared isomer or geometry (same formula, charge and spin) at 0.0 kcal/mol. For the total energy, the calculation gives -44958.586 eV. For the HOMO energy, the calculation gives -0.3054 Eh. The value obtained for the LUMO energy is 0.10 eV. Its largest force on an atom is 2.35 eV/A.

Results of the natural (NBO) charge analysis, in e, for atoms 1 through 5: number 1, C, carries -0.2687; number 2, O, carries -0.4972; number 3, C, carries 0.8096; number 4, O, carries -0.6276; number 5, C, carries -0.5010


ORCA calculation (ωB97M-V/def2-TZVPD) on 5 unconnected molecules or ions with the total composition C34H29BrFN6O12P.

Geometry as ORCA input:
```
! RIJCOSX wB97M-V def2-TZVPD def2/J DEFGRID3
* xyz 0 1
C 2.097 -1.950 -1.446
C 1.437 -1.559 -2.895
O -0.003 -1.261 -2.862
C -0.435 -0.792 -1.520
C -1.373 -1.794 -0.565
P -1.910 -3.501 -1.240
O -0.736 -4.543 -0.966
O -2.221 -3.345 -2.981
O -3.435 -4.085 -0.563
C -1.785 -1.224 0.947
Br -2.869 -2.320 2.254
C -1.300 0.283 1.396
C -0.399 1.302 0.429
N -0.066 2.649 1.004
C 0.742 3.412 -0.009
C 1.232 2.878 -1.466
F 2.076 3.772 -2.332
N 0.887 1.513 -1.990
C 0.038 0.730 -1.029
H 3.206 -2.340 -1.642
H 1.505 -2.828 -0.930
H 2.233 -1.016 -0.716
H 1.689 -2.454 -3.642
H 2.006 -0.618 -3.358
H -2.740 -2.468 -3.042
H -4.051 -3.271 -0.590
H -1.625 0.646 2.484
H 1.098 4.506 0.309
O -5.712 -2.645 -1.647
N -5.273 -1.625 -2.199
O -4.311 -0.962 -1.784
C -5.940 -1.169 -3.424
C -7.055 -1.867 -3.908
C -7.701 -1.414 -5.060
C -7.234 -0.278 -5.723
C -6.117 0.409 -5.245
C -5.465 -0.033 -4.092
H -7.432 -2.754 -3.402
H -8.571 -1.945 -5.440
H -7.744 0.074 -6.618
H -5.757 1.292 -5.769
H -4.597 0.516 -3.730
O 0.545 -1.246 4.710
N 0.484 -1.690 5.866
O 0.561 -0.996 6.890
C 0.313 -3.139 6.034
C 0.258 -3.966 4.904
C 0.120 -5.346 5.070
C 0.032 -5.891 6.352
C 0.077 -5.063 7.475
C 0.218 -3.682 7.322
H 0.325 -3.557 3.898
H 0.083 -5.997 4.199
H -0.070 -6.967 6.476
H 0.005 -5.495 8.471
H 0.254 -3.051 8.207
O 0.645 10.217 4.435
N 1.090 9.076 4.243
O 2.257 8.730 4.474
C 0.172 8.067 3.700
C -1.147 8.424 3.389
C -2.008 7.467 2.850
C -1.556 6.164 2.630
C -0.245 5.809 2.951
C 0.626 6.759 3.487
H -1.514 9.435 3.554
H -3.032 7.736 2.599
H -2.230 5.423 2.204
H 0.099 4.791 2.779
H 1.646 6.466 3.729
O 4.416 -0.134 -1.733
N 4.653 -0.464 -2.905
O 3.816 -0.458 -3.819
C 6.018 -0.896 -3.231
C 6.987 -0.954 -2.220
C 8.277 -1.388 -2.531
C 8.595 -1.757 -3.839
C 7.631 -1.688 -4.846
C 6.336 -1.258 -4.546
H 6.756 -0.670 -1.196
H 9.035 -1.443 -1.752
H 9.601 -2.100 -4.075
H 7.887 -1.974 -5.863
H 5.595 -1.213 -5.341
*
```

Its SMILES is CCOc1c(P(=O)(O)O)c(Br)cc2ncc(F)nc12.O=[N+]([O-])c1ccccc1.O=[N+]([O-])c1ccccc1.O=[N+]([O-])c1ccccc1.O=[N+]([O-])c1ccccc1. For the total energy, the calculation gives -151264.626 eV. For the HOMO energy, the calculation gives -0.3150 Eh. The value obtained for the LUMO energy is -1.78 eV. Its largest force on an atom is 7.79 eV/A.

Results of the Löwdin charge analysis, in e, for atoms 1 through 5: number 1, C, carries -0.1056; number 2, C, carries -0.2266; number 3, O, carries -0.1670; number 4, C, carries -0.0633; number 5, C, carries -0.1394


ORCA calculation (ωB97M-V/def2-TZVPD) on C4H8N2O3 in the gas phase.

Geometry as ORCA input:
```
! RIJCOSX wB97M-V def2-TZVPD def2/J DEFGRID3
* xyz 0 1
N 0.360 0.614 -1.747
C -0.798 -0.203 -1.930
C -0.866 -1.186 -0.723
O -1.769 -2.052 -0.564
N -0.189 -0.767 0.413
C 0.419 0.480 0.744
C 0.439 0.901 2.277
O 0.004 1.990 2.565
O 0.855 -0.152 3.175
H 0.715 1.130 -2.644
H 1.244 0.124 -1.458
H -0.948 -0.846 -2.886
H -1.618 0.542 -1.805
H -0.586 -1.448 1.107
H -0.058 1.333 0.271
H 1.450 0.338 0.519
H 1.346 -0.799 2.683
*
```

Its SMILES is NCC(=O)NCC(=O)O. The calculation puts the energy relative to the best compared isomer or geometry (same formula, charge and spin) at 63.8 kcal/mol. For the total energy, the calculation gives -13398.922 eV. For the HOMO energy, the calculation gives -0.3615 Eh. The value obtained for the LUMO energy is 0.32 eV. Its largest force on an atom is 5.27 eV/A.

Results of the natural (NBO) charge analysis, in e, for atoms 1 through 5: number 1, N, carries -0.8600; number 2, C, carries -0.3143; number 3, C, carries 0.6688; number 4, O, carries -0.6143; number 5, N, carries -0.6605


> Among the records above, which one has the lowest total energy?

C30H46BrClN2O2PtSSeSi2